Entry 1:
76
Properties=species:S:1:pos:R:3:lowdin_charge:R:1 method="wB97M-V/def2-TZVPD" charge=+1 homo_lumo_gap_ev="5.71 / 5.70" e_homo_ev="-11.25 / -11.25" spin_multiplicity=1
W -0.148 0.056 -0.001 1.131
S -0.460 1.740 -1.714 0.690
S -2.418 2.474 -3.889 1.024
S -1.963 -0.951 -1.350 0.727
S -3.928 -0.066 -3.494 1.029
Si -2.238 0.559 1.411 0.568
Si 0.728 2.307 1.001 0.548
O -2.020 -5.952 2.777 0.105
O 3.003 -2.505 6.067 0.108
O -1.320 -6.676 4.682 0.127
O -0.571 -1.772 0.958 -0.230
O 0.801 -0.486 1.987 -0.093
O -4.680 1.892 -5.098 0.015
O 2.041 -4.151 7.066 0.125
N 2.174 -3.377 6.155 -0.358
N -1.349 -5.884 3.778 -0.356
C 0.320 -2.634 2.994 -0.094
C -0.522 -3.747 2.912 0.087
C -1.015 3.915 4.439 -0.066
C -0.473 2.634 2.461 -0.305
C 2.754 -1.482 0.194 -0.258
C -2.249 3.290 4.521 -0.066
C -2.824 -0.880 2.554 -0.164
C 0.404 -4.614 4.970 0.123
C -2.594 2.350 3.569 -0.101
C 2.559 2.205 1.599 -0.182
C -0.154 3.611 3.399 -0.095
C -1.798 1.329 -2.733 -1.058
C 1.213 -2.514 4.062 0.106
C -1.710 1.986 2.558 -0.307
C 1.793 -0.089 -3.193 -0.054
C 0.657 4.005 0.089 -0.242
C 0.205 -1.606 1.950 -0.590
C -0.468 -4.719 3.894 -0.090
C 1.678 -0.859 -1.911 -0.353
C 1.115 -2.967 -0.818 -0.263
C -3.859 1.521 -4.330 -0.960
C 1.240 -3.507 5.030 -0.089
C 2.501 -0.534 -0.808 -0.067
C 3.780 -1.215 1.250 -0.014
C 0.297 -4.218 -0.807 -0.010
C 0.946 -2.052 -1.862 -0.081
C -3.775 1.123 0.393 -0.202
C -2.494 0.172 -2.539 -1.075
C 2.062 -2.694 0.168 -0.017
H -2.930 3.526 5.326 0.110
H -0.357 4.261 -0.204 0.019
H 0.407 -4.766 0.126 0.083
H -4.470 1.650 1.039 0.035
H 4.375 -2.107 1.430 0.098
H 2.591 -0.548 -3.781 0.107
H 3.135 0.346 -0.874 0.125
H -4.303 0.274 -0.036 0.020
H 1.875 -1.663 4.151 0.136
H -3.759 -0.624 3.043 0.040
H 2.739 1.344 2.234 0.008
H -2.098 -1.067 3.342 0.032
H -1.226 -3.853 2.098 0.134
H 0.989 4.791 0.762 0.036
H 2.055 0.954 -3.034 0.074
H 0.886 -0.148 -3.789 0.082
H -0.754 -3.961 -0.944 0.086
H 1.283 4.049 -0.798 0.018
H 0.310 -2.325 -2.696 0.128
H -3.511 1.804 -0.412 0.020
H -3.564 1.882 3.615 0.099
H 2.797 3.089 2.181 0.034
H -2.986 -1.806 2.004 0.029
H 2.299 -3.451 0.903 0.137
H 3.293 -0.941 2.188 0.071
H 3.264 2.182 0.773 0.022
H 0.586 -4.877 -1.626 0.103
H 0.427 -5.366 5.746 0.143
H -0.724 4.635 5.187 0.109
H 0.785 4.138 3.318 0.099
H 4.441 -0.402 0.958 0.091



Entry 2:
69
Properties=species:S:1:pos:R:3:lowdin_charge:R:1 method="wB97M-V/def2-TZVPD" charge=+2 homo_lumo_gap_ev="7.91 / 5.76" s2=2.01 e_homo_ev="-14.08 / -14.07" spin_multiplicity=3
Pd -0.528 0.563 0.108 0.760
S -2.796 -0.114 1.081 0.931
S -0.663 2.580 1.446 0.891
S -4.216 3.324 0.255 0.926
O 1.197 -3.138 1.893 0.052
O -0.897 -0.415 -4.112 0.074
N -0.300 -1.430 -0.811 0.066
N 0.746 -0.945 1.739 0.133
N -1.266 0.682 -2.200 0.092
C 1.673 -1.072 2.906 -0.206
C -4.478 0.564 0.792 -0.448
C 1.659 4.827 -2.786 -0.060
C -1.480 3.938 0.533 -0.451
C 0.027 -2.463 -0.045 -0.164
C 1.329 -0.318 4.170 -0.186
C -0.985 -0.414 -2.798 -0.322
C -0.833 -2.921 -2.594 0.061
C 1.753 -2.599 3.109 -0.052
C 0.931 2.577 -2.352 -0.059
C -0.489 4.083 -3.568 -0.033
C -0.268 2.825 -3.014 -0.217
C 1.553 -0.881 5.423 -0.025
C 0.655 1.736 5.249 -0.068
C -2.545 3.484 -0.460 -0.521
C 1.308 -0.149 6.576 -0.047
C -2.260 0.614 2.667 -0.484
C 1.892 3.574 -2.241 -0.063
C -1.995 2.103 2.622 -0.453
C 0.465 5.082 -3.448 -0.050
C 0.898 1.000 4.101 -0.078
C -0.718 -1.651 -2.055 -0.160
C -0.080 -3.776 -0.488 0.063
C 0.854 1.158 6.494 -0.057
C -1.051 0.960 -4.543 -0.014
C -0.524 -4.003 -1.781 0.025
C -4.656 1.641 -0.275 -0.503
C 0.636 -2.126 1.253 -0.326
C -1.307 1.741 -3.224 -0.236
H -2.611 4.204 -1.272 0.078
H -2.272 2.519 -0.868 0.009
H 0.343 2.771 5.177 0.111
H -5.716 1.692 -0.522 0.085
H 1.152 1.589 -1.958 0.093
H 2.832 3.367 -1.744 0.114
H 0.196 -4.588 0.168 0.139
H -4.855 0.897 1.758 0.092
H -0.670 4.445 0.008 0.081
H -0.125 1.261 -5.028 0.144
H -2.883 2.653 2.329 0.032
H -1.150 -3.051 -3.619 0.141
H 2.640 -0.686 2.563 0.166
H -1.355 0.058 2.914 0.042
H -1.419 4.281 -4.090 0.126
H 1.483 -0.602 7.542 0.118
H -3.019 0.391 3.418 0.106
H -4.106 1.393 -1.182 0.068
H 1.938 -1.888 5.522 0.113
H -2.308 2.180 -3.221 0.144
H -5.042 -0.322 0.494 0.084
H 2.411 5.600 -2.707 0.116
H 1.133 -2.937 3.938 0.131
H -1.870 1.020 -5.255 0.142
H -0.606 -5.013 -2.161 0.135
H 2.764 -2.976 3.222 0.148
H 0.811 1.455 3.128 0.042
H 0.682 1.732 7.394 0.116
H -1.679 2.436 3.611 0.083
H 0.278 6.058 -3.874 0.118
H -1.876 4.617 1.288 0.093



Entry 3:
66
Properties=species:S:1:pos:R:3:lowdin_charge:R:1 method="wB97M-V/def2-TZVPD" homo_lumo_gap_ev="5.51 / 5.59" s2=2.07 e_homo_ev="-5.09 / -6.77" spin_multiplicity=3
Pt 0.562 -0.476 -0.183 1.227
N -1.926 0.867 2.479 0.196
N 1.509 -0.583 1.629 -0.127
N -1.009 -1.751 -0.079 -0.135
N -0.151 -0.372 -2.028 -0.162
N 2.154 0.712 -0.444 -0.157
C -4.825 2.644 1.583 -0.031
C -2.630 1.616 1.968 -0.149
C -2.635 -1.953 -4.277 -0.106
C 0.658 -3.526 1.742 -0.213
C -0.863 -3.594 1.607 -0.176
C -3.506 -3.320 -2.346 -0.105
C -2.905 3.398 0.320 -0.026
C -1.522 -1.384 -3.757 -0.025
C -3.621 -2.737 -3.626 -0.081
C 4.391 1.225 0.207 -0.025
C -3.467 2.566 1.286 -0.225
C -2.609 -3.077 -1.356 -0.017
C -1.097 -1.285 -2.358 -0.249
C 5.798 0.804 2.242 -0.117
C -1.558 -2.310 1.145 -0.247
C 3.610 -0.326 2.767 -0.020
C 0.977 1.799 -2.315 -0.195
C -5.618 3.559 0.912 -0.074
C 5.537 1.302 0.981 -0.091
C 4.906 0.073 3.015 -0.086
C -1.573 -2.038 -1.277 -0.241
C -5.061 4.391 -0.049 -0.076
C 2.306 1.525 -1.634 -0.243
C -3.707 4.309 -0.345 -0.071
C 0.339 0.597 -2.990 -0.245
C 2.750 -0.126 1.656 -0.216
C 1.170 -2.698 2.919 -0.177
C 0.935 -1.190 2.821 -0.236
C 3.136 0.627 0.440 -0.225
H 1.074 0.137 -3.667 0.125
H 0.278 2.213 -1.583 0.100
H 1.030 -4.546 1.864 0.107
H -2.674 -3.734 -0.502 0.084
H -2.625 -2.501 1.026 0.108
H 2.751 2.487 -1.359 0.116
H -1.849 3.318 0.099 0.114
H 1.327 -0.700 3.715 0.110
H -0.487 0.955 -3.608 0.113
H -2.775 -1.823 -5.346 0.099
H 1.093 -3.155 0.811 0.089
H -5.247 1.988 2.333 0.119
H -6.674 3.622 1.139 0.106
H -1.107 -4.394 0.901 0.102
H -1.500 -1.539 1.907 0.055
H 2.243 -2.881 3.029 0.104
H -1.302 -3.883 2.569 0.116
H -5.684 5.104 -0.572 0.105
H 3.188 -0.918 3.564 0.083
H 6.781 0.985 2.657 0.094
H 0.698 -3.051 3.843 0.116
H 2.994 1.044 -2.345 0.129
H -3.274 4.957 -1.096 0.107
H 4.490 1.700 -0.758 0.083
H 6.356 1.837 0.510 0.104
H -0.122 -0.954 2.820 0.057
H -4.469 -3.047 -4.222 0.089
H 1.143 2.565 -3.077 0.114
H 5.289 -0.254 3.976 0.105
H -0.861 -0.914 -4.472 0.091
H -4.228 -4.104 -2.137 0.101



Entry 4:
72
Properties=species:S:1:pos:R:3:lowdin_charge:R:1 method="wB97M-V/def2-TZVPD" charge=+2 homo_lumo_gap_ev=3.39 e_homo_ev=-11.59 spin_multiplicity=1
Ti -0.579 -0.577 0.563 1.222
O -1.440 -2.180 1.105 -0.116
O -7.524 -1.552 -0.207 0.020
O -7.629 0.758 -0.313 0.015
O -2.558 -3.279 -0.527 0.169
N 0.206 -1.795 -0.923 0.034
N 2.311 0.568 -0.728 0.169
N -0.166 1.548 0.671 -0.135
N -1.117 0.265 -1.334 0.001
N -2.906 -0.096 0.818 0.033
N -0.693 -0.113 2.804 -0.091
N 1.222 -1.411 1.358 -0.007
C -2.459 -2.377 0.255 -0.519
C 2.632 -3.431 1.411 0.037
C -1.901 -0.279 -3.603 0.045
C 4.336 2.172 -1.014 -0.231
C -1.612 1.647 -1.374 -0.113
C 3.199 1.297 -0.833 -0.107
C -3.448 -1.245 0.361 -0.187
C 5.807 3.378 -2.464 -0.042
C 0.358 -0.877 3.532 -0.126
C 0.452 -3.980 -2.501 0.049
C -0.701 1.354 3.049 -0.133
C -1.205 -0.544 -2.318 -0.194
C 6.472 3.876 -1.351 -0.033
C -5.594 -0.286 0.233 -0.034
C -5.079 0.897 0.739 0.038
C 1.127 -3.925 -1.282 0.072
C 1.620 -2.503 0.826 -0.196
C -3.724 0.944 1.020 -0.115
C -7.189 -0.376 -0.172 -0.667
C -0.983 2.439 -0.202 -0.116
C 0.150 2.081 2.016 -0.137
C -0.434 -1.824 -2.084 -0.166
C 5.003 2.663 0.108 -0.033
C -0.326 -2.912 -2.926 0.067
C 0.985 -2.791 -0.513 -0.159
C 1.629 -0.982 2.699 -0.132
C -4.780 -1.394 0.047 0.090
C 4.731 2.523 -2.302 -0.022
C 6.075 3.519 -0.067 -0.046
H -3.280 1.860 1.396 0.100
H 7.310 4.547 -1.484 0.122
H -1.185 0.099 -4.341 0.128
H 1.733 -4.757 -0.954 0.133
H 6.605 3.904 0.794 0.119
H -1.734 1.689 2.974 0.119
H -0.353 3.241 -0.583 0.137
H -1.591 -0.487 3.094 0.134
H 4.209 2.123 -3.161 0.123
H 2.210 -3.949 2.275 0.124
H 0.539 -4.863 -3.121 0.142
H -0.843 -2.944 -3.875 0.139
H 3.513 -2.881 1.739 0.110
H -2.330 -1.197 -4.004 0.107
H -5.714 1.759 0.884 0.132
H 0.715 1.388 0.164 0.051
H 6.128 3.653 -3.459 0.121
H -1.346 2.105 -2.325 0.138
H -2.699 1.648 -1.301 0.130
H 2.953 -4.181 0.694 0.088
H 1.211 1.922 2.210 0.118
H -5.169 -2.338 -0.309 0.145
H 4.692 2.365 1.101 0.114
H -1.758 2.899 0.405 0.115
H -0.034 -1.880 3.693 0.140
H -0.025 3.155 2.063 0.142
H 2.128 -0.017 2.609 0.121
H 0.569 -0.430 4.503 0.139
H -0.355 1.585 4.056 0.139
H 2.325 -1.669 3.172 0.126
H -2.695 0.455 -3.486 0.103



Entry 5:
66
Properties=species:S:1:pos:R:3:lowdin_charge:R:1 method="wB97M-V/def2-TZVPD" charge=+3 homo_lumo_gap_ev="6.68 / 3.66" s2=3.80 e_homo_ev="-16.46 / -16.74" spin_multiplicity=4
Tc -0.105 0.201 0.275 1.040
As 0.175 2.128 1.844 1.302
S -1.872 -0.330 1.719 0.749
O 0.155 -1.852 -0.664 -0.339
O 1.353 -0.874 1.483 -0.383
C 2.467 1.602 3.609 -0.092
C 3.825 1.425 3.842 -0.031
C 4.737 1.567 2.801 -0.027
C -1.095 6.113 1.123 0.081
C -0.687 -0.396 -3.285 -0.016
C 0.488 0.343 -3.100 -0.028
C 4.307 1.912 1.526 -0.045
C -0.858 -2.814 -1.021 -0.026
C 2.037 1.932 2.330 -0.425
C -0.655 1.698 -1.445 -0.231
C 0.909 6.246 2.507 0.007
C 1.003 4.864 2.454 0.025
C 0.498 1.399 -2.213 -0.081
C -1.824 0.633 3.189 -0.646
C -0.936 1.701 3.358 -0.398
C -2.707 1.040 5.391 -0.015
C -3.137 1.362 -0.993 -0.050
C -2.715 0.313 4.210 -0.076
C -0.122 6.877 1.839 0.073
C 2.195 -1.488 0.492 -0.146
C 1.101 -1.680 2.654 -0.023
C -1.820 -0.114 -2.547 -0.025
C 2.954 2.095 1.286 -0.133
C 0.025 4.094 1.735 -0.245
C -0.941 2.430 4.542 -0.088
C -1.010 4.724 1.071 -0.053
C -1.836 0.932 -1.607 -0.318
C 1.393 -2.489 -0.308 -0.141
C -1.812 2.089 5.566 -0.029
H -1.769 4.163 0.544 0.108
H 1.755 1.489 4.419 0.108
H -0.547 -3.373 -1.905 0.119
H -0.710 -1.176 -4.036 0.139
H -3.413 -0.505 4.077 0.121
H 1.365 2.046 -2.150 0.119
H 0.625 -1.036 3.390 0.089
H -2.739 -0.657 -2.734 0.143
H -1.798 2.640 6.497 0.128
H -2.993 2.016 -0.135 0.064
H 2.606 2.393 0.301 0.094
H -0.189 7.958 1.853 0.149
H 1.943 -2.786 -1.204 0.157
H 1.820 4.366 2.962 0.122
H -0.737 2.691 -1.022 0.088
H 3.057 -1.963 0.962 0.156
H 0.451 -2.524 2.429 0.103
H 4.172 1.189 4.839 0.127
H 5.791 1.414 2.993 0.128
H -3.407 0.789 6.176 0.132
H 5.025 2.046 0.727 0.124
H -1.911 6.618 0.621 0.148
H 2.051 -2.039 3.048 0.120
H 1.178 -3.386 0.278 0.142
H -3.745 0.511 -0.692 0.088
H -1.774 -2.279 -1.237 0.079
H 2.562 -0.678 -0.147 0.130
H 1.647 6.817 3.055 0.142
H -1.025 -3.508 -0.196 0.113
H -0.264 3.268 4.667 0.110
H -3.709 1.910 -1.747 0.114
H 1.359 0.127 -3.706 0.132



Entry 6:
67
Properties=species:S:1:pos:R:3:lowdin_charge:R:1 method="wB97M-V/def2-TZVPD" homo_lumo_gap_ev="6.67 / 7.71" s2=6.36 e_homo_ev="-6.39 / -7.63" spin_multiplicity=5
Mn -0.922 0.255 0.013 0.224
Cl -0.632 0.480 -2.202 0.120
P 1.043 1.332 0.492 1.053
O -1.139 -2.792 -1.495 0.070
O -3.156 -2.389 -0.451 0.046
C 2.678 0.985 4.871 -0.084
C 3.044 0.808 2.475 -0.074
C 1.646 5.937 0.010 -0.083
C -1.518 -5.083 -0.862 -0.018
C -1.758 -4.326 -3.206 -0.010
C -3.433 -3.462 -1.373 -0.469
C 2.553 0.976 -0.498 -0.362
C 4.755 1.614 -1.319 -0.076
C -1.953 0.934 1.845 -0.174
C 2.808 -0.347 -0.898 -0.094
C -1.795 2.020 0.914 -0.203
C 3.535 0.781 3.786 -0.076
C -2.684 -0.116 1.205 -0.148
C 0.916 5.203 -0.934 -0.073
C 0.895 1.488 3.315 -0.117
C 1.708 1.146 2.219 -0.332
C -4.213 -2.873 -2.542 -0.016
C 1.340 1.311 4.624 -0.076
C 1.121 3.187 0.411 -0.358
C 3.517 1.956 -0.769 -0.077
C -4.346 -4.460 -0.695 -0.014
C 1.805 3.943 1.375 -0.085
C 5.031 0.285 -1.654 -0.083
C 2.090 5.294 1.167 -0.077
C 0.643 3.846 -0.735 -0.091
C -1.982 -3.947 -1.757 -0.469
C -2.480 1.666 -0.293 -0.219
C 4.046 -0.686 -1.446 -0.079
C -3.049 0.355 -0.117 -0.203
B -1.862 -1.934 -0.693 -0.472
H 2.677 5.831 1.913 0.106
H 2.151 3.474 2.294 0.100
H 1.891 6.989 -0.159 0.105
H -2.590 2.295 -1.174 0.106
H -2.995 -1.050 1.672 0.120
H 2.037 -1.107 -0.764 0.101
H -3.890 -4.958 0.163 0.081
H -0.088 1.930 3.153 0.083
H 6.008 0.016 -2.061 0.104
H -5.110 -2.369 -2.160 0.098
H -0.439 -5.225 -0.983 0.098
H -5.262 -3.966 -0.353 0.097
H 3.719 0.594 1.645 0.101
H -3.732 -0.132 -0.807 0.117
H 3.052 0.925 5.894 0.104
H -2.083 -3.548 -3.907 0.089
H 5.504 2.390 -1.471 0.104
H 0.646 1.456 5.454 0.107
H 4.596 0.602 3.954 0.104
H -0.690 -4.517 -3.376 0.099
H 3.317 3.000 -0.533 0.099
H -2.021 -6.011 -1.155 0.094
H 0.075 3.287 -1.481 0.088
H -1.726 -4.880 0.195 0.095
H -4.647 -5.230 -1.415 0.098
H -4.552 -3.673 -3.214 0.095
H -3.631 -2.148 -3.126 0.101
H 4.256 -1.725 -1.701 0.104
H 0.572 5.695 -1.843 0.106
H -1.351 2.991 1.121 0.109
H -1.646 0.929 2.886 0.092
H -2.302 -5.248 -3.440 0.095



Entry 7:
72
Properties=species:S:1:pos:R:3:lowdin_charge:R:1 method="wB97M-V/def2-TZVPD" charge=+1 homo_lumo_gap_ev=7.51 e_homo_ev=-10.45 spin_multiplicity=1
Cs 1.458 -0.535 0.373 1.247
Cl 0.053 1.170 2.709 0.602
P -2.036 0.241 0.423 1.042
O 1.858 2.102 0.015 -0.110
O 3.897 -1.915 0.534 -0.038
O 2.978 3.972 -0.514 0.150
O 5.971 -2.210 1.226 0.159
N 4.143 0.748 0.358 0.101
N 1.522 -1.422 -2.817 -0.029
N 1.248 -3.242 2.051 -0.051
N 0.391 -3.185 -0.792 -0.127
C 6.585 2.016 0.443 -0.009
C -4.350 1.773 3.483 -0.065
C -4.062 -1.411 -0.424 -0.100
C -3.945 1.237 2.270 -0.065
C 5.242 0.050 0.602 -0.162
C -0.350 3.771 -2.066 -0.095
C -0.269 2.458 -2.515 -0.076
C -3.409 2.117 4.441 -0.067
C -4.291 0.860 -1.180 -0.086
C -0.756 1.427 -1.729 -0.132
C 4.972 -1.442 0.784 -0.451
C -2.060 1.922 4.185 -0.104
C -2.596 1.025 1.976 -0.395
C 4.231 2.054 0.153 -0.157
C 0.264 -4.346 0.081 -0.237
C -0.922 4.039 -0.830 -0.076
C 5.435 2.743 0.180 0.039
C 0.363 -2.294 -3.076 -0.264
C 6.495 0.647 0.658 0.022
C -3.579 -0.105 -0.467 -0.401
C -5.248 -1.743 -1.065 -0.075
C -1.436 3.003 -0.058 -0.081
C 2.890 2.704 -0.116 -0.455
C -5.949 -0.776 -1.768 -0.075
C 0.075 -3.962 1.537 -0.269
C 0.418 -3.532 -2.206 -0.237
C -1.689 1.377 2.970 -0.618
C -1.374 1.687 -0.502 -0.406
C -5.469 0.526 -1.830 -0.070
H 1.120 -5.034 -0.015 0.124
H 1.295 -4.148 -2.468 0.124
H 7.549 2.506 0.475 0.124
H -6.012 1.281 -2.382 0.108
H 2.369 -1.905 -3.101 0.078
H 0.285 -2.595 -4.126 0.113
H 0.011 4.584 -2.685 0.109
H -3.719 2.536 5.389 0.111
H 2.063 4.265 -0.678 0.128
H 2.088 -3.790 1.891 0.072
H -0.544 -1.739 -2.825 0.099
H 1.243 -2.691 -0.560 -0.069
H -1.904 3.232 0.892 0.109
H 5.467 3.808 0.001 0.130
H 7.399 0.079 0.838 0.120
H -0.147 -4.872 2.105 0.112
H -3.920 1.877 -1.227 0.109
H 6.742 -1.680 1.458 0.104
H -0.613 -4.913 -0.239 0.121
H -5.616 -2.760 -1.020 0.106
H -0.792 -3.302 1.614 0.106
H 1.470 -0.591 -3.396 0.066
H -0.457 -4.149 -2.424 0.122
H -1.301 2.180 4.909 0.106
H -5.404 1.921 3.677 0.111
H -6.870 -1.036 -2.273 0.107
H 1.175 -3.114 3.053 0.074
H -3.505 -2.173 0.110 0.097
H -4.690 0.972 1.530 0.103
H 0.176 2.242 -3.478 0.108
H -1.000 5.059 -0.474 0.110
H -0.661 0.400 -2.071 0.079



For reference, energy by record: -3998.363142, -2760.359376, -1516.683855, -2656.973425, -3988.409685, -3252.174825, -2465.848143 Eh.